No. 1
A structure of composition C35H53CrN9O10P3 at a distorted geometry. Source: the Open Molecules 2025 dataset; level of theory: ωB97M-V with the def2-TZVPD basis set.

```
111
Properties=species:S:1:pos:R:3
Cr -0.348 0.665 0.544
O -1.743 0.325 6.247
C -1.294 0.376 4.993
C -1.113 -0.779 4.223
C -0.632 -0.637 2.936
N -0.410 0.577 2.444
C -0.729 1.663 3.136
C -1.164 1.641 4.410
C -0.669 2.874 2.214
O -0.940 3.978 2.648
O -0.487 2.542 0.958
C -0.290 -1.773 1.984
O -0.164 -2.912 2.329
O -0.158 -1.288 0.752
H -1.738 -0.591 6.601
H -1.416 -1.732 4.601
H -1.414 2.546 4.956
C -2.301 2.332 -4.714
N -1.619 1.484 -3.725
C -1.433 0.092 -4.157
P -1.637 1.847 -2.118
O -0.738 0.819 -1.475
O -3.083 1.656 -1.509
P -3.632 0.985 -0.122
O -2.446 0.536 0.677
N -4.497 2.175 0.603
C -4.246 2.475 2.001
C -5.372 3.104 -0.104
N -4.606 -0.183 -0.674
C -6.093 -0.233 -0.710
C -3.950 -1.241 -1.452
N -1.296 3.393 -1.883
C 0.006 3.895 -2.280
C -2.072 4.347 -1.077
H -1.714 2.363 -5.645
H -2.443 3.353 -4.329
H -3.287 1.960 -5.009
H -0.829 0.147 -5.088
H -2.420 -0.335 -4.370
H -0.873 -0.485 -3.414
H -3.753 1.629 2.505
H -5.193 2.692 2.510
H -3.588 3.349 2.022
H -5.432 2.829 -1.156
H -5.034 4.145 0.045
H -6.362 2.993 0.326
H -6.522 0.595 -0.190
H -6.440 -1.192 -0.266
H -6.468 -0.315 -1.729
H -2.896 -1.061 -1.463
H -4.289 -1.281 -2.485
H -4.060 -2.215 -0.980
H 0.509 3.154 -2.942
H 0.627 4.055 -1.358
H -0.148 4.810 -2.831
H -3.133 4.184 -1.227
H -1.821 5.335 -1.456
H -1.773 4.269 -0.010
C 4.196 3.654 -0.476
O 4.080 2.624 0.498
C 3.414 2.957 1.635
C 2.789 4.155 1.930
C 2.103 4.342 3.132
C 2.034 3.336 4.078
C 2.681 2.138 3.815
C 3.325 1.938 2.598
N 4.043 0.726 2.427
C 4.243 -0.115 1.464
C 3.720 -0.302 0.166
C 4.578 -1.031 -0.717
C 4.299 -1.253 -2.028
C 3.057 -0.791 -2.506
C 2.211 -0.074 -1.707
C 2.491 0.161 -0.351
O 1.634 0.756 0.440
H 4.837 3.233 -1.273
H 4.766 4.454 -0.019
H 3.239 3.991 -0.920
H 2.815 4.960 1.212
H 1.573 5.310 3.300
H 1.514 3.478 5.021
H 2.692 1.337 4.531
H 4.550 0.489 3.285
H 4.978 -0.857 1.784
H 5.568 -1.400 -0.343
H 5.022 -1.772 -2.631
H 2.751 -0.982 -3.559
H 1.235 0.273 -2.036
C 0.288 -5.658 0.016
N 0.672 -4.820 -1.274
C 1.278 -5.719 -2.307
N 2.427 -6.374 -1.793
C 2.081 -7.173 -0.569
N 1.448 -6.338 0.428
C 2.423 -5.435 1.053
P 3.165 -4.180 -0.094
C 1.578 -3.661 -0.917
C 3.554 -5.447 -1.505
H -0.531 -6.328 -0.349
H -0.100 -4.953 0.807
H -0.155 -4.372 -1.651
H 1.464 -5.092 -3.165
H 0.527 -6.446 -2.536
H 3.020 -7.580 -0.213
H 1.389 -7.944 -0.831
H 3.199 -6.046 1.561
H 1.896 -4.882 1.844
H 1.829 -3.214 -1.863
H 0.996 -2.971 -0.335
H 4.416 -6.082 -1.328
H 3.764 -4.957 -2.446
```

- Energy above the lowest of the compared OMol25 structures with the same formula, charge and spin: 4.3 kcal per mole
- Orbital gap (spin up / spin down): 7.7 / 7.7 eV
- Max |F|: 2.84 eV/A
- Expectation value of S²: 3.768
- Net charge: +2
- 2S+1: 4

***

No. 2
An isolated molecule of C6H7Cl at a distorted geometry. Source: the Open Molecules 2025 dataset; level of theory: ωB97M-V with the def2-TZVPD basis set.

```
14
Properties=species:S:1:pos:R:3
C -0.800 1.866 0.343
C -0.289 0.526 0.091
C -0.458 -0.622 0.847
Cl -1.525 -0.948 2.200
C 0.354 -1.727 0.123
C 1.029 -0.989 -0.946
C 0.638 0.277 -0.972
H -1.032 1.901 1.374
H -1.552 2.049 -0.422
H -0.117 2.637 0.124
H -0.142 -2.721 -0.173
H 1.189 -2.046 0.588
H 1.691 -1.386 -1.648
H 1.013 1.184 -1.529
```

- Energy above the lowest of the compared OMol25 structures with the same formula, charge and spin: 19.3 kcal per mole
- Orbital gap: 9.2 eV
- Max |F|: 4.18 eV/A
- SMILES: CC1=C(Cl)CC=C1
- 2S+1: 1

***

Q: Among the records above, which one has the highest max |F|?
A: C6H7Cl

***

Q: The highest energy above the lowest of the compared OMol25 structures with the same formula, charge and spin belongs to which entry?
A: C6H7Cl

***

Q: Which value of energy above the lowest of the compared OMol25 structures with the same formula, charge and spin does entry 2 give?
A: 19.3 kcal per mole

***

Q: Which of these has the lowest energy above the lowest of the compared OMol25 structures with the same formula, charge and spin?
A: C35H53CrN9O10P3